Record 1
Here is 3 unconnected molecules or ions with the total composition C3H12NO2S at a distorted geometry from the Open Molecules 2025 dataset. Energies are from the ωB97M-V functional and the def2-TZVPD basis.

```
19
Properties=species:S:1:pos:R:3:mulliken_charge:R:1
C 0.5105 -2.0402 1.6973 -0.925
N 0.1488 -0.6552 1.9973 -0.283
C -0.2732 0.1641 0.8894 -0.389
C -0.1597 1.6521 1.4343 -0.718
S -0.4330 2.8775 0.1579 -0.650
H -0.2299 -2.3184 0.9474 0.311
H 1.5549 -2.2369 1.5095 0.261
H 0.1960 -2.6409 2.5539 0.336
H 0.7082 -0.1958 2.6989 0.214
H -1.2909 -0.0929 0.5604 0.208
H 0.4112 0.1169 0.0181 0.315
H -0.9835 1.7504 2.1488 0.228
H 0.7801 1.7094 1.9285 0.266
H 0.0581 1.6554 -3.3862 0.263
H -0.0421 1.7013 -1.8846 0.186
O 0.2334 1.0968 -2.6217 -0.632
H -0.0614 -0.4716 -2.9206 0.459
H -0.9125 -0.8585 -4.1428 0.258
O -0.2149 -1.2133 -3.5858 -0.709
```

The electronic energy comes out at -19726.6038 eV. Its HOMO-LUMO gap is 6.49 eV. As for the total charge: -1. The value obtained for the energy relative to the best compared isomer or geometry (same formula, charge and spin) is 27.7 kcal per mole. As for the LUMO energy: 3.65 eV.

=====

Record 2
Here is a molecular structure, C3H12NO3 at a distorted geometry from the Open Molecules 2025 dataset. Energies are from the ωB97M-V functional and the def2-TZVPD basis.

```
19
Properties=species:S:1:pos:R:3:mulliken_charge:R:1
C 0.5616 -0.8174 2.0938 -0.741
N 0.2143 -1.8735 1.1018 -0.518
C 0.4788 -1.3265 -0.3348 -0.516
C -0.5614 -0.9040 -1.3365 -0.325
O -1.6600 -0.3556 -0.7040 -0.758
H -0.0508 0.0765 1.8083 0.313
H 1.6724 -0.6255 2.1767 0.241
H 0.5084 -1.2705 3.0920 0.304
H -0.7885 -2.0376 0.9625 0.267
H 0.8541 -2.3160 -0.7100 0.232
H 1.3565 -0.6096 -0.1003 0.313
H -0.9538 -1.7083 -1.9893 0.276
H -0.0540 -0.1678 -1.9803 0.244
H -1.6663 2.5715 -0.6771 0.264
H -1.5606 0.8647 -0.7377 0.441
O -1.0707 2.0391 -1.2391 -0.917
H 1.6517 2.6060 -0.6172 0.253
H 0.1016 2.8131 -0.7549 0.389
O 0.9667 3.0413 -0.0539 -0.763
```

The electronic energy comes out at -10936.9227 eV. Its HOMO-LUMO gap is 8.77 eV. As for the total charge: -1. The value obtained for the energy relative to the best compared isomer or geometry (same formula, charge and spin) is 57.2 kcal per mole. As for the LUMO energy: 4.10 eV.

=====

Record 3
Here is 3 unconnected molecules or ions with the total composition C3H12NO3 at a distorted geometry from the Open Molecules 2025 dataset. Energies are from the ωB97M-V functional and the def2-TZVPD basis.

```
19
Properties=species:S:1:pos:R:3:mulliken_charge:R:1
C -0.6219 0.6335 0.2710 -1.415
O -0.6508 0.2917 -1.0567 -0.463
C 0.6111 -0.0718 1.0180 0.447
C 0.4444 -0.1214 2.5265 -3.969
N 0.9828 -1.4063 0.5503 -0.881
H -1.5099 0.2007 0.7620 0.331
H -0.5856 1.7054 0.5010 0.541
H 1.4049 0.6521 0.7474 0.427
H -0.4560 -0.6873 2.8159 0.721
H 1.3604 -0.3270 3.1122 1.546
H 0.1548 0.9028 2.8969 0.256
H 0.1142 -1.9083 0.4235 0.418
H 1.4537 -1.4084 -0.3528 0.295
H 0.6401 1.0595 -2.1313 0.351
H 1.6952 -0.0136 -1.9881 0.263
O 1.5105 0.7789 -2.5143 -0.614
H -2.2377 -0.1409 -3.3716 0.199
H -1.7358 -0.0288 -1.7296 0.367
O -2.5744 -0.1108 -2.4803 -0.820
```

The multiplicity is 2. The electronic energy comes out at -10934.4976 eV. Its HOMO-LUMO gap (alpha / beta) is 2.23 / 7.59 eV. As for the total charge: -2. The value obtained for the energy relative to the best compared isomer or geometry (same formula, charge and spin) is 7.8 kcal per mole. As for the LUMO energy (alpha / beta): 6.47 / 6.41 eV.